10
Properties=species:S:1:pos:R:3:forces:R:3:mulliken_charge:R:1 method="wB97M-V/def2-TZVPD" charge=+2 lumo_ev=-9.80 e_homo_ev=-16.4 homo_lumo_gap_ev=6.562
C -1.6234 -0.3219 -0.7676 0.05 -0.25 0.07 -0.72
C -0.7732 0.2360 0.0841 -2.27 -0.33 0.02 0.65
H -1.3022 -1.1266 -1.4254 -0.01 0.44 -0.13 0.29
H -2.6718 -0.0318 -0.7612 0.30 -0.04 0.00 0.29
F -1.2058 1.0745 1.0172 0.78 0.01 -0.19 -0.17
O 1.3602 1.7816 0.6067 1.23 -0.13 -0.90 -0.39
C 1.6301 0.7134 0.1507 -1.01 0.88 1.48 -0.34
O 0.5033 -0.2173 0.2118 0.78 -1.55 0.03 -0.37
Ca 3.8261 -0.0469 -0.0538 0.78 0.54 -0.25 1.83
Li 0.2567 -2.0611 0.9374 -0.63 0.41 -0.14 0.93


11
Properties=species:S:1:pos:R:3:forces:R:3:lowdin_spin:R:1 method="wB97M-V/def2-TZVPD" charge=+2 lumo_ev="-10.02 / -10.02" e_homo_ev="-15.4 / -20.0" s2=0.755 homo_lumo_gap_ev="5.425 / 10.014" spin_multiplicity=2
C 0.9404 0.3090 -1.7655 -0.06 -0.10 0.10 0.40
O 1.7123 -0.3149 -2.3588 -1.07 0.12 0.33 0.23
H 1.3719 -0.1231 0.0061 0.08 0.11 0.09 0.01
C -0.7124 -0.2028 -1.2239 0.43 -0.66 -1.63 0.24
O -1.0307 0.1340 0.1009 0.19 0.97 0.73 0.02
C -0.1797 0.2320 1.0944 -0.17 -1.04 -2.44 0.01
O 1.0827 0.0261 0.9284 0.15 0.12 0.82 0.01
O -0.6466 0.4525 2.2096 0.05 0.40 1.26 0.00
Ca -0.2833 0.6917 4.2569 -0.11 0.05 0.28 0.00
F -0.8696 -1.5211 -1.3271 0.32 -0.03 -0.04 0.06
H -1.3850 0.3167 -1.9212 0.19 0.06 0.49 0.01


8
Properties=species:S:1:pos:R:3:forces:R:3:mulliken_charge:R:1 method="wB97M-V/def2-TZVPD" lumo_ev="-1.67 / -1.73" e_homo_ev="-5.2 / -5.3" homo_lumo_gap_ev="3.556 / 3.616"
O 1.6917 -0.7703 -0.1391 -0.51 -1.72 -1.36 -0.82
C 0.4157 -1.0851 -0.0191 0.05 -0.79 3.16 0.83
C -0.6208 -0.1599 -0.0354 2.40 -0.02 -2.86 -0.47
C -2.0028 -0.3833 0.3668 -2.24 1.60 -0.88 -0.92
O -2.8655 0.4278 -0.0235 1.56 -1.60 0.96 -0.38
Ca 1.4668 1.1538 0.2596 -0.53 1.60 0.45 1.16
H 0.2134 -2.0501 0.4696 0.20 -0.02 -0.32 0.39
H -0.3293 0.3050 -1.0884 -0.93 0.95 0.84 0.20


9
Properties=species:S:1:pos:R:3:forces:R:3:mulliken_charge:R:1 method="wB97M-V/def2-TZVPD" lumo_ev=-0.10 e_homo_ev=-8.3 homo_lumo_gap_ev=8.225
C 1.6977 -1.1525 0.1158 1.31 -0.74 0.22 0.72
C 1.4025 0.0995 0.4383 -3.31 -0.58 -0.50 -0.55
C -1.5175 0.5642 -0.4382 3.18 2.42 0.77 0.18
O 2.1283 -2.1712 -0.2365 -0.45 0.29 -0.04 -0.34
O 0.3080 0.5521 -0.3252 -0.87 1.39 -1.13 -0.46
Cl -2.0134 -1.0104 -0.6669 -0.21 -0.82 -0.77 -0.06
Cl -2.2568 1.2192 1.0431 0.58 0.02 -0.88 -0.12
H -1.4293 1.3801 -1.3098 -0.44 -2.35 2.00 0.29
H 1.6805 0.5191 1.3792 0.22 0.37 0.33 0.33


9
Properties=species:S:1:pos:R:3:forces:R:3:mulliken_charge:R:1 method="wB97M-V/def2-TZVPD" lumo_ev=-0.36 e_homo_ev=-10.1 smiles="O=COC#CCl.Cl" homo_lumo_gap_ev=9.735
C 0.2237 -0.3690 -0.2583 1.22 1.49 -3.75 0.18
C -1.9471 0.3579 0.7239 -2.78 1.21 0.00 0.25
C -1.6685 -0.8032 0.4334 2.41 -0.26 0.28 -0.07
O 0.2525 -0.1470 -1.4636 0.73 0.03 2.92 -0.48
O -0.5003 -1.4520 0.1387 -2.14 -0.84 1.28 -0.28
Cl -3.0050 1.6738 0.6886 0.98 -0.89 0.18 -0.08
Cl 2.9891 0.6654 0.0916 0.77 0.03 -0.18 -0.29
H 0.7789 0.2258 0.5454 -1.18 -1.01 -0.88 0.49
H 2.8767 -0.1517 -0.8998 -0.02 0.24 0.15 0.28


10
Properties=species:S:1:pos:R:3:forces:R:3:mulliken_charge:R:1 method="wB97M-V/def2-TZVPD" lumo_ev=-0.12 e_homo_ev=-8.8 homo_lumo_gap_ev=8.690
C 0.8696 0.3304 0.1847 -0.12 -0.80 5.04 0.19
C -0.9232 -0.4418 1.3717 2.92 2.62 -1.39 0.06
C 0.4307 0.4141 -1.1935 3.10 -0.82 -1.44 0.11
O 1.9081 0.5456 0.7450 -2.13 -0.30 -1.59 -0.39
F -1.8791 0.3534 0.8684 -1.00 0.08 -0.75 -0.22
Cl -1.0971 -2.0728 0.8952 -0.35 -0.31 0.77 -0.09
Cl 1.4081 1.5713 -2.1149 -0.08 0.06 -0.08 -0.14
Cl 0.6451 -1.2616 -1.7964 0.18 0.04 -0.17 -0.11
H -0.8149 -0.0437 2.4033 0.49 -1.47 -0.36 0.30
H -0.5472 0.6050 -1.3634 -3.02 0.90 -0.03 0.30


9
Properties=species:S:1:pos:R:3:forces:R:3:mulliken_charge:R:1 method="wB97M-V/def2-TZVPD" lumo_ev=-0.17 e_homo_ev=-10.5 homo_lumo_gap_ev=10.318
C 0.5706 -0.7839 1.4799 -0.32 -2.14 5.35 0.23
C 1.6504 1.0055 0.1616 0.26 1.41 0.06 -0.18
C 1.0803 -0.1996 0.3273 0.88 0.78 -2.98 0.43
N 0.3710 -1.2987 2.5318 0.28 1.82 -3.85 -0.38
F 1.8152 1.7951 1.2461 -0.28 -0.48 -0.26 -0.21
F 1.0160 -1.0156 -0.7685 0.03 0.49 0.47 -0.22
Cl -2.0791 -1.1546 -0.7312 -0.01 -0.92 1.13 -0.28
H -1.9670 -1.9986 0.2940 -0.13 0.92 -1.10 0.27
H 2.0108 1.6066 -0.7501 -0.70 -1.88 1.18 0.34


10
Properties=species:S:1:pos:R:3:forces:R:3:mulliken_charge:R:1 method="wB97M-V/def2-TZVPD" lumo_ev=0.60 e_homo_ev=-9.3 homo_lumo_gap_ev=9.952
C -0.3796 0.6257 -0.8821 -1.70 1.84 -2.13 -0.12
C -0.1405 -0.7460 -0.6187 1.34 -1.17 1.98 0.29
C 0.8390 -1.0869 0.2594 -1.32 0.70 -0.08 0.41
H -0.1021 2.0938 1.6304 -0.61 -2.61 -0.55 0.38
H -0.7256 0.8441 -1.8986 0.40 0.23 0.24 0.34
N -0.4809 1.6141 -0.0694 0.02 -0.94 -2.21 -0.40
O -0.2881 1.1883 1.1756 0.78 3.22 3.50 -0.34
F 1.6681 -0.2736 0.9522 -0.87 -1.32 -1.59 -0.18
F 0.9269 -2.3117 0.6617 0.79 -0.87 0.50 -0.22
Cl -1.3170 -1.9479 -1.2103 1.18 0.89 0.34 -0.16


9
Properties=species:S:1:pos:R:3:forces:R:3:mulliken_charge:R:1 method="wB97M-V/def2-TZVPD" lumo_ev=-0.35 e_homo_ev=-8.9 homo_lumo_gap_ev=8.577
C 1.6039 0.2935 0.2856 -0.60 -0.15 0.07 0.69
C 0.6351 -0.6263 0.2942 0.54 -0.07 -0.24 -0.65
C -1.9057 0.1013 -0.3432 -0.02 0.14 -0.27 -0.17
H 0.8316 -1.6201 -0.1245 -0.01 0.54 0.20 0.38
H -1.3642 0.1330 -1.2996 -0.04 -0.09 0.37 0.31
F 1.4416 1.5188 0.7755 0.07 -0.33 -0.11 -0.19
S -0.9278 -0.3105 1.0385 -0.20 0.06 -0.11 -0.02
S -3.4787 0.4562 -0.2669 0.22 -0.09 0.08 -0.21
Cl 3.1641 0.0542 -0.3597 0.03 -0.01 0.01 -0.13


9
Properties=species:S:1:pos:R:3:forces:R:3:mulliken_charge:R:1 method="wB97M-V/def2-TZVPD" lumo_ev=0.23 e_homo_ev=-8.5 smiles=Clc1cn[nH]c1I homo_lumo_gap_ev=8.717
C 0.9335 0.6785 -0.6826 -0.09 -0.05 0.06 -0.29
C -0.2516 0.0766 -1.0124 -1.87 -2.10 5.46 0.34
C -0.7186 -0.4745 0.4506 1.05 1.44 -5.01 -0.20
N 1.2427 0.5932 0.6124 0.84 0.54 0.16 -0.84
N 0.2791 -0.0685 1.2227 -0.40 -0.28 0.03 0.32
Cl -1.1406 -0.1061 -2.4316 -0.03 0.00 -0.28 -0.19
I -2.3074 -1.6809 0.9586 0.31 0.32 -0.03 0.18
H 1.6055 1.1892 -1.3395 0.21 0.16 -0.19 0.47
H 0.3574 -0.2076 2.2219 -0.02 -0.03 -0.19 0.22


8
Properties=species:S:1:pos:R:3:forces:R:3:mulliken_charge:R:1 method="wB97M-V/def2-TZVPD" lumo_ev="-1.23 / -1.21" e_homo_ev="-9.1 / -8.9" homo_lumo_gap_ev="7.859 / 7.708"
C -0.8030 0.1114 0.6287 2.25 -0.12 -1.73 -0.35
C 0.3762 -0.1408 1.1490 -0.46 0.21 -0.68 -0.24
C 0.1911 0.2012 -1.6426 0.49 -0.47 1.92 0.37
O 1.3598 0.0316 -1.7660 -2.27 0.43 0.09 -0.35
Cl -1.0813 0.2728 -2.8254 0.28 0.05 -0.28 -0.10
I 0.5637 -0.5942 3.3080 0.06 0.30 -1.36 -0.01
H -1.8836 0.2355 0.7184 0.67 -0.12 0.08 0.34
H 1.2771 -0.1175 0.4299 -1.02 -0.27 1.95 0.34


7
Properties=species:S:1:pos:R:3:forces:R:3:mulliken_charge:R:1 method="wB97M-V/def2-TZVPD" lumo_ev=0.66 e_homo_ev=-10.2 smiles=C#CCl.C#N homo_lumo_gap_ev=10.865
C 1.0633 1.1649 0.4533 0.30 -1.81 8.08 0.03
C -1.3900 -0.1791 -0.3978 2.01 -3.74 0.93 -0.25
C -0.7432 -1.1839 -0.1912 0.97 0.47 -0.36 -0.06
N 1.3465 1.1348 -0.6245 0.89 0.57 -4.68 -0.29
Cl 0.5874 -2.2419 -0.0923 -1.52 0.82 0.12 -0.09
H 1.1643 0.7952 1.6040 -0.81 1.57 -3.39 0.25
H -2.0282 0.5099 -0.7515 -1.84 2.14 -0.70 0.40